ORCA calculation (ωB97M-V/def2-TZVPD) on a cluster of 2 separate species, C2H7N5 in total at a distorted geometry.

Positions of all 14 atoms, in Å:
C 1.663 0.952 -1.067
C 1.686 -0.159 1.013
N -4.520 0.312 0.814
N -3.517 -0.073 0.450
N 1.376 0.002 -0.307
N -2.373 -0.323 0.203
N -1.525 -0.692 -0.803
H 2.148 1.844 -0.827
H 1.318 0.789 -2.044
H 2.440 0.538 1.376
H 0.851 -0.282 1.732
H 2.223 -1.181 1.018
H -0.646 -0.068 -0.860
H -1.124 -1.660 -0.696

Computed properties:
Spin multiplicity ... 3
Relative energy (zero: lowest compared OMol25 entry of this formula, charge and spin) ... 45.67 kcal per mole
Lowest unoccupied orbital energy (alpha / beta) ... 0.7 / -2.5 eV
Total charge ... 0
Energy ... -353.8488 hartree